ORCA calculation (the ωB97M-V functional and the def2-TZVPD basis) on 5 unconnected molecules or ions with the total composition C26H78N12O5P4S.

XYZ file:
```
126
Properties=species:S:1:pos:R:3:forces:R:3:lowdin_charge:R:1
O 11.2288 15.5333 -9.5677 2.514 0.199 1.522 -0.32
P 12.6775 15.6211 -9.0924 0.097 -0.117 -0.176 0.65
N 13.1703 14.3926 -7.9725 -2.949 -0.480 -0.463 -0.30
C 14.4879 14.1307 -7.4808 1.252 0.173 -0.896 -0.15
C 12.1626 13.2929 -7.7803 -0.114 0.604 0.111 -0.11
N 13.1253 17.1091 -8.3453 0.286 -1.201 -0.785 -0.28
C 12.1200 18.2098 -8.2342 1.231 -0.199 -1.306 -0.10
C 14.5991 17.4549 -8.1939 -1.417 -0.265 0.995 -0.10
N 13.7726 15.3500 -10.3870 -0.197 0.205 1.734 -0.32
C 13.6950 14.0636 -11.0334 -0.931 -0.226 0.004 -0.12
C 14.1401 16.3962 -11.2850 0.844 0.894 -0.474 -0.13
H 15.2108 14.1007 -8.2960 0.164 0.028 -0.451 0.07
H 14.5945 13.1358 -7.0484 -0.449 0.194 0.359 0.08
H 14.9019 14.8998 -6.8287 -0.382 -0.063 0.511 0.07
H 11.1527 13.6848 -7.6594 0.077 0.322 -0.509 0.07
H 12.2589 12.7236 -6.8558 0.841 0.199 0.127 0.07
H 12.1584 12.5745 -8.6000 0.032 -0.025 -0.146 0.07
H 11.9493 18.5917 -7.2277 0.167 -0.279 0.050 0.08
H 12.5237 18.9885 -8.8813 -0.014 0.623 0.308 0.07
H 11.1826 17.9713 -8.7366 0.029 -0.578 0.388 0.07
H 14.9076 18.2824 -8.8326 -0.010 -0.217 -0.250 0.07
H 14.8157 17.7300 -7.1617 -0.488 0.587 0.229 0.07
H 15.2609 16.5894 -8.2277 -0.358 -0.135 -1.040 0.06
H 13.6608 13.2739 -10.2829 0.437 -0.175 -0.201 0.07
H 12.7624 13.9897 -11.5927 -0.285 -0.245 -0.136 0.06
H 14.4714 13.9718 -11.7929 0.338 -0.312 0.503 0.09
H 13.3722 17.1515 -11.4517 -0.061 -0.061 -0.266 0.08
H 14.4764 15.9462 -12.2191 -0.582 0.170 -0.284 0.08
H 15.0558 16.8995 -10.9748 0.006 0.337 0.443 0.07
O 8.6091 15.7023 -17.7703 -1.901 -0.113 -0.702 -0.31
P 7.2303 16.1452 -18.1749 -1.398 0.076 0.437 0.66
N 6.1610 16.2791 -16.7975 0.772 3.243 -2.186 -0.31
C 6.1615 15.3037 -15.7858 -0.442 -1.449 0.188 -0.14
C 5.0260 17.2317 -16.8002 0.496 0.090 -0.364 -0.12
N 6.3272 15.0917 -19.2419 2.860 0.693 1.115 -0.33
C 4.9401 15.1679 -19.4116 -1.566 0.696 0.640 -0.16
C 6.9419 13.8730 -19.7345 2.000 1.023 -0.046 -0.11
N 7.2014 17.6491 -18.9820 -1.401 1.120 0.793 -0.28
C 7.1696 17.7490 -20.4557 1.162 -0.032 0.487 -0.11
C 7.5175 18.9783 -18.2938 0.738 -1.181 0.245 -0.07
H 5.5984 15.6393 -14.9149 0.235 0.168 0.097 0.09
H 7.1615 14.9747 -15.5030 -0.007 0.089 -0.001 0.08
H 5.6062 14.4623 -16.2001 -0.015 -0.777 0.486 0.08
H 4.8064 17.6795 -15.8310 0.549 -0.182 0.372 0.08
H 4.0595 16.8364 -17.1128 0.006 -0.518 -0.249 0.07
H 5.2659 18.0610 -17.4656 -0.149 -0.170 -0.032 0.05
H 4.4045 14.5409 -18.6988 -0.269 -0.266 0.159 0.08
H 4.5976 16.1849 -19.2204 -0.100 0.054 -0.226 0.07
H 4.6132 14.8710 -20.4081 0.161 0.092 -0.182 0.09
H 6.2432 13.3109 -20.3541 0.344 -0.123 0.237 0.09
H 7.8286 14.2177 -20.2664 -0.137 -0.202 -1.274 0.06
H 7.5419 13.3326 -19.0024 -1.089 -0.747 0.687 0.07
H 7.5033 16.7896 -20.8511 0.132 0.272 -0.307 0.07
H 6.2959 18.0684 -21.0237 -0.835 -0.221 0.783 0.08
H 7.8755 18.5573 -20.6466 0.446 -0.396 -0.558 0.07
H 8.5268 18.8962 -17.8903 0.105 0.018 0.143 0.06
H 6.8868 19.3104 -17.4691 -0.381 -0.714 0.050 0.06
H 7.5451 19.8672 -18.9240 -0.205 -0.580 -0.775 0.08
O 14.9220 15.9832 -19.0504 -0.558 -0.649 -0.440 -0.29
P 13.5562 16.0045 -19.6347 -1.067 0.517 1.410 0.58
N 12.5221 16.8752 -18.5681 2.157 0.665 -3.759 -0.31
C 12.6977 16.7914 -17.2035 1.210 -0.471 2.024 -0.15
C 11.3359 17.4871 -19.0065 -1.514 -0.724 -1.077 -0.14
N 12.8211 14.4998 -19.7557 -0.951 0.438 -1.507 -0.31
C 11.4028 14.2736 -20.2297 1.486 1.393 0.707 -0.07
C 13.4873 13.3370 -19.2513 -0.262 -0.022 0.262 -0.13
N 13.3855 16.6895 -21.1574 0.048 -0.125 0.003 -0.29
C 13.7095 18.1037 -21.3898 -0.377 0.407 0.636 -0.12
C 13.7399 15.8956 -22.3457 0.153 0.256 -0.321 -0.11
H 12.2006 17.6234 -16.7046 -0.085 -0.275 0.169 0.06
H 13.7511 16.8625 -16.9326 0.157 0.010 0.024 0.08
H 12.3716 15.8112 -16.8557 -0.442 -0.075 0.750 0.09
H 11.0072 18.2876 -18.3438 0.191 0.267 -0.141 0.08
H 10.5487 16.7335 -19.0244 -0.724 0.137 0.217 0.05
H 11.4237 17.7872 -20.0507 -0.032 0.503 0.120 0.07
H 10.7505 14.0714 -19.3801 -0.027 -0.411 0.027 0.07
H 11.0419 15.2181 -20.6370 0.003 -0.071 -0.235 0.06
H 11.3665 13.5083 -21.0049 0.040 -0.119 0.152 0.08
H 14.5545 13.5508 -19.3098 0.006 -0.597 0.339 0.07
H 13.1264 13.1454 -18.2407 0.482 -0.133 0.439 0.08
H 13.1714 12.4559 -19.8098 0.400 -0.067 -0.399 0.08
H 13.2776 18.5338 -22.2934 -0.187 -0.686 -0.409 0.08
H 13.2506 18.7353 -20.6291 0.362 -0.161 0.418 0.07
H 14.7812 18.2944 -21.4476 0.142 -0.080 0.221 0.08
H 12.8621 15.8191 -22.9873 0.103 -0.006 -0.239 0.08
H 14.1774 14.9019 -22.2496 -0.383 -0.084 0.891 0.08
H 14.5433 16.4305 -22.8522 -0.162 0.165 -0.330 0.08
O 17.9412 21.0235 -17.1766 0.097 1.015 0.645 -0.28
P 17.0990 20.1542 -16.3462 -0.335 -2.935 0.341 0.60
N 17.9440 19.4785 -15.0013 -0.402 -0.438 0.585 -0.30
C 19.0905 20.1622 -14.4180 -0.189 0.954 -0.932 -0.12
C 17.1516 18.7260 -14.0017 -1.248 -0.654 -1.721 -0.12
N 16.6265 18.7546 -17.2766 0.095 0.585 1.616 -0.29
C 15.8841 19.1230 -18.4642 -1.142 -0.485 0.948 -0.15
C 17.5826 17.6730 -17.5469 0.302 0.690 0.576 -0.11
N 15.6676 20.7627 -15.6488 -0.214 -0.331 -1.818 -0.31
C 15.6811 21.9737 -14.9102 1.290 1.554 0.742 -0.15
C 14.3610 20.1432 -15.5015 0.435 -1.999 -1.199 -0.12
H 19.5066 19.6060 -13.5780 0.014 -0.088 -0.250 0.08
H 18.8108 21.1637 -14.0913 0.008 0.167 0.527 0.07
H 19.8190 20.3595 -15.2044 0.279 -0.332 0.133 0.07
H 16.6007 17.9748 -14.5677 -0.027 -0.336 -0.254 0.07
H 16.3002 19.2428 -13.5587 0.400 0.730 0.532 0.06
H 17.6723 18.1132 -13.2658 0.650 0.651 -0.036 0.08
H 15.1582 18.3413 -18.6877 0.250 -0.347 -0.189 0.04
H 15.2358 19.9253 -18.1117 0.246 0.737 -0.952 0.07
H 16.5246 19.2687 -19.3340 -0.065 0.626 -0.054 0.09
H 18.2708 18.0235 -18.3161 0.220 -0.225 -0.292 0.08
H 18.1798 17.4572 -16.6610 -0.084 0.051 0.068 0.07
H 17.0917 16.7533 -17.8652 -0.286 0.224 -0.081 0.07
H 16.1309 21.8705 -13.9227 -0.070 -0.275 0.482 0.07
H 16.2963 22.7517 -15.3622 -0.009 0.035 -0.407 0.08
H 14.6881 22.3953 -14.7547 -0.010 -0.188 -0.229 0.08
H 14.1083 19.4193 -16.2763 0.706 -0.303 -0.345 0.05
H 13.5394 20.8327 -15.6953 0.126 0.378 1.089 0.09
H 14.4102 19.5014 -14.6218 -1.118 0.574 0.506 0.07
C 10.9629 15.6818 -13.2734 -0.334 0.491 -0.231 -0.22
S 10.8252 17.5245 -13.6383 0.965 -0.661 -1.463 0.87
O 12.2093 18.0099 -14.0362 -1.156 -0.462 0.513 -0.60
C 9.8920 17.4270 -15.2672 -0.274 -0.005 -0.297 -0.26
H 11.6017 15.4455 -12.4224 0.161 0.799 -0.012 0.00
H 11.3346 15.1367 -14.1411 -0.152 0.198 -0.137 0.05
H 9.9836 15.3275 -12.9519 -0.212 0.075 -0.342 0.05
H 9.8828 18.3658 -15.8210 0.473 0.698 0.793 0.04
H 8.8242 17.2254 -15.1822 0.026 -0.430 0.573 0.03
H 10.2949 16.7832 -16.0492 0.225 -0.657 0.697 0.01
```
Positions in Å, forces in eV/Å.

Summary:
Energy above the lowest of the compared OMol25 structures with the same formula, charge and spin = 4.3439 eV
E_tot = -3834.31803 a.u.
HOMO = -7.79 eV
LUMO level = 0.430 eV